154
Properties=species:S:1:pos:R:3 method="wB97M-V/def2-TZVPD" molar_mass_g_mol=1267.11 charge=-1 lumo_energy_ev=1.61
C -0.754 0.240 5.310
C -1.825 -0.855 5.296
O -2.982 -0.449 4.584
C -3.152 -1.192 3.367
C -4.520 -0.788 2.769
P -4.578 -0.512 0.882
O -4.820 -0.315 -0.911
C -6.053 -0.343 -1.272
N -7.174 -0.429 -1.530
S -3.445 -2.363 0.479
O -1.983 -2.224 0.551
O -3.911 -3.417 1.368
C -3.749 -3.011 -1.269
F -5.032 -2.995 -1.618
F -3.389 -4.304 -1.209
C -2.831 -2.356 -2.356
F -1.653 -3.021 -2.324
F -2.532 -1.099 -2.075
C -3.324 -2.528 -3.813
F -3.634 -3.824 -3.963
F -2.341 -2.214 -4.644
C -4.592 -1.711 -4.231
F -4.412 -1.325 -5.505
F -5.692 -2.431 -4.225
F -4.782 -0.622 -3.534
O -5.568 0.906 1.110
C -4.860 2.050 0.770
C -3.369 1.799 1.096
C -2.368 2.458 0.102
C -1.006 1.778 0.243
C 0.126 2.574 -0.457
F 0.012 2.390 -1.778
F -0.010 3.873 -0.134
C 1.485 2.062 0.092
F 1.479 0.752 0.230
F 1.616 2.557 1.315
S 3.003 2.526 -0.937
F 2.531 1.566 -2.123
F 3.834 1.291 -0.327
F 3.617 3.423 0.234
F 2.300 3.788 -1.567
F 4.294 2.863 -1.824
C -2.892 2.228 2.528
S -4.165 2.751 3.714
C -4.054 4.591 3.729
C -3.912 5.231 2.338
O -3.189 0.416 0.782
H 0.167 -0.127 5.779
H -0.506 0.586 4.298
H -1.090 1.119 5.868
H -1.424 -1.796 4.909
H -2.125 -1.002 6.342
H -2.302 -1.023 2.695
H -3.153 -2.251 3.650
H -4.884 0.077 3.317
H -5.207 -1.609 2.996
H -5.736 -1.355 0.848
H -5.306 2.979 1.117
H -4.843 2.201 -0.332
H -2.358 3.528 0.314
H -2.716 2.301 -0.924
H -1.035 0.814 -0.266
H -0.691 1.597 1.271
H -2.303 1.403 2.933
H -2.188 3.061 2.446
H -4.978 4.933 4.191
H -3.190 4.832 4.351
H -4.769 5.018 1.700
H -3.873 6.319 2.479
H -2.980 4.932 1.861
C 7.310 1.066 -0.763
O 7.121 2.458 -1.000
H 8.338 0.918 -0.437
H 6.634 0.710 0.017
H 7.141 0.488 -1.677
H 6.212 2.576 -1.287
C -1.046 -5.491 1.645
O -0.573 -4.201 2.000
H -0.331 -6.227 2.011
H -2.022 -5.683 2.103
H -1.129 -5.591 0.560
H -1.219 -3.557 1.668
C 3.848 -1.475 -3.641
O 4.255 -0.778 -2.467
H 4.429 -2.389 -3.707
H 2.787 -1.731 -3.589
H 4.040 -0.864 -4.526
H 3.735 0.029 -2.416
C 2.369 -1.126 7.894
O 1.727 -1.234 6.628
H 1.607 -1.197 8.666
H 3.090 -1.938 8.026
H 2.876 -0.161 7.978
H 2.406 -1.170 5.951
C -4.011 -4.091 -7.713
O -5.256 -3.902 -7.053
H -4.208 -4.207 -8.776
H -3.360 -3.224 -7.563
H -3.509 -4.990 -7.343
H -5.064 -3.801 -6.118
C 8.184 0.332 -4.852
O 6.770 0.450 -5.001
H 8.599 0.034 -5.812
H 8.619 1.288 -4.555
H 8.429 -0.428 -4.105
H 6.410 0.713 -4.148
C 6.297 -3.199 -5.756
O 5.614 -2.327 -6.649
H 5.958 -4.216 -5.938
H 7.377 -3.146 -5.924
H 6.078 -2.924 -4.724
H 5.929 -1.434 -6.460
C -0.288 0.861 10.247
O -0.697 1.653 9.140
H -0.632 -0.159 10.087
H 0.804 0.866 10.329
H -0.730 1.252 11.166
H -0.389 2.552 9.295
C -0.834 -6.247 -3.410
O -0.478 -5.703 -2.149
H -0.282 -7.175 -3.544
H -1.906 -6.462 -3.450
H -0.570 -5.558 -4.219
H -0.973 -4.884 -2.045
C 3.991 0.891 -6.980
O 4.082 0.460 -8.341
H 3.443 1.828 -6.946
H 3.460 0.141 -6.390
H 4.994 1.041 -6.575
H 4.567 -0.372 -8.343
C -0.292 2.593 13.660
O -0.690 3.388 12.546
H -0.649 1.580 13.497
H 0.798 2.577 13.750
H -0.728 2.979 14.585
H -0.368 4.280 12.697
C 1.047 -0.957 -7.895
O 0.325 -0.755 -6.682
H 1.285 0.014 -8.320
H 1.977 -1.495 -7.689
H 0.442 -1.524 -8.608
H 0.123 -1.619 -6.313
C 4.599 1.393 -11.951
O 5.557 1.107 -10.943
H 5.132 1.567 -12.884
H 3.914 0.551 -12.085
H 4.026 2.290 -11.697
H 5.074 0.956 -10.123
C -1.629 6.268 10.745
O -1.216 4.976 10.322
H -0.948 6.998 10.313
H -2.644 6.483 10.401
H -1.593 6.350 11.837
H -1.820 4.335 10.709



55
Properties=species:S:1:pos:R:3 method="wB97M-V/def2-TZVPD" de_lowest_kcal_mol=0.0 molar_mass_g_mol=462.33 charge=0 lumo_energy_ev=0.34
N 6.261 -0.191 1.900
C 5.205 0.489 1.680
N 4.136 0.641 2.564
N 5.104 1.189 0.485
C 4.119 2.227 0.216
C 3.006 1.803 -0.758
C 2.397 0.414 -0.564
C 1.300 0.316 0.508
C 0.038 -0.382 0.008
N -0.592 0.479 -0.990
C -0.894 -0.810 1.163
C -0.642 -2.207 1.767
C 0.708 -2.902 1.545
C 0.748 -3.773 0.292
I 0.005 -5.742 0.642
O -0.860 0.128 2.239
C -1.644 1.285 2.088
O -2.073 1.707 3.347
H 6.229 -0.633 2.813
H 3.264 0.924 2.143
H 3.995 -0.171 3.149
H 6.038 1.407 0.171
H 4.658 3.053 -0.251
H 3.710 2.639 1.144
H 3.406 1.870 -1.773
H 2.207 2.550 -0.694
H 3.201 -0.297 -0.349
H 1.962 0.114 -1.519
H 1.660 -0.210 1.393
H 1.013 1.316 0.859
H 0.350 -1.292 -0.520
H -0.689 1.427 -0.644
H -1.515 0.151 -1.256
H -1.918 -0.805 0.760
H -1.417 -2.886 1.396
H -0.827 -2.098 2.837
H 1.530 -2.185 1.486
H 0.921 -3.523 2.415
H 1.751 -3.902 -0.105
H 0.113 -3.383 -0.499
H -1.047 2.100 1.662
H -2.485 1.063 1.416
H -2.993 1.454 3.481
C -6.066 1.857 -1.566
O -6.030 1.302 -2.886
C -4.960 0.554 -3.142
O -4.061 0.323 -2.372
O -5.048 0.103 -4.390
C -3.949 -0.721 -4.802
H -6.986 2.430 -1.520
H -6.071 1.065 -0.820
H -5.205 2.503 -1.402
H -3.880 -1.606 -4.173
H -3.015 -0.165 -4.748
H -4.169 -0.999 -5.828



10
Properties=species:S:1:pos:R:3 method="wB97M-V/def2-TZVPD" de_lowest_kcal_mol=52.1 molar_mass_g_mol=126.58 charge=0 lumo_energy_ev=0.65 smiles="F/C(=C/Cl)CS"
C -0.917 -0.307 0.991
C -0.099 0.735 0.240
C 1.122 0.564 -0.332
H -1.043 -0.920 -1.483
H -0.184 -0.908 1.729
H -1.595 0.325 1.615
H 1.269 1.449 -1.298
F -0.716 1.872 -0.060
S -2.003 -0.828 -0.333
Cl 2.318 -0.558 -0.006



66
Properties=species:S:1:pos:R:3 method="wB97M-V/def2-TZVPD" molar_mass_g_mol=419.37 charge=0 lumo_energy_ev=0.49 smiles=COB(O)[Si@@H](N)[C@H](C)F.COCCOCCOC.COCCOCCOC
C -4.991 1.384 2.489
O -5.917 0.345 2.205
B -6.530 0.307 0.965
O -7.894 0.318 0.915
Si -5.485 0.070 -0.775
N -4.251 1.242 -1.154
C -4.564 -1.587 -0.618
C -4.297 -2.219 -1.970
F -5.287 -2.496 0.184
H -3.965 1.013 2.423
H -5.174 1.731 3.503
H -5.101 2.232 1.810
H -8.293 0.048 1.757
H -6.384 -0.012 -1.951
H -4.541 2.051 -1.684
H -3.653 1.539 -0.396
H -3.596 -1.409 -0.136
H -3.794 -3.181 -1.867
H -5.223 -2.362 -2.527
H -3.674 -1.542 -2.558
C -0.062 -0.641 -0.392
O 0.047 -1.802 0.399
C -0.920 -2.779 0.061
C -0.481 -4.157 0.497
O 0.487 -4.750 -0.352
C 1.823 -4.289 -0.238
C 2.559 -4.820 0.971
O 2.173 -4.129 2.144
C 2.439 -4.861 3.317
H -1.028 -0.141 -0.251
H 0.733 0.038 -0.088
H 0.059 -0.876 -1.457
H -1.096 -2.781 -1.023
H -1.865 -2.534 0.567
H -1.353 -4.811 0.431
H -0.145 -4.135 1.537
H 1.875 -3.198 -0.262
H 2.331 -4.679 -1.122
H 3.639 -4.691 0.808
H 2.353 -5.893 1.076
H 1.915 -5.825 3.312
H 2.084 -4.269 4.158
H 3.512 -5.049 3.443
C 5.430 1.551 0.851
O 4.839 2.297 -0.187
C 3.865 1.560 -0.898
C 2.909 2.480 -1.623
O 1.924 3.067 -0.786
C 2.335 4.138 0.047
C 2.501 5.455 -0.676
O 3.716 5.486 -1.399
C 3.707 6.439 -2.435
H 5.966 0.676 0.465
H 6.140 2.203 1.357
H 4.680 1.209 1.573
H 3.298 0.919 -0.211
H 4.360 0.916 -1.640
H 2.343 1.868 -2.328
H 3.458 3.236 -2.188
H 3.246 3.892 0.597
H 1.522 4.264 0.766
H 2.494 6.266 0.067
H 1.651 5.603 -1.355
H 2.901 6.242 -3.151
H 4.664 6.370 -2.949
H 3.586 7.458 -2.047



17
Properties=species:S:1:pos:R:3 method="wB97M-V/def2-TZVPD" de_lowest_kcal_mol=22.7 molar_mass_g_mol=103.09 charge=-1 lumo_energy_ev=3.76
C -0.541 -0.562 1.297
O 0.016 -0.163 0.092
H -1.513 -1.205 0.979
H -0.644 0.282 1.956
H -0.043 -1.290 2.047
H -2.511 0.451 -1.645
H -1.750 -0.473 -0.705
O -2.540 -0.464 -1.338
H 0.608 -1.624 -0.621
H -0.181 -2.871 -0.202
O 0.640 -2.616 -0.699
H -0.134 1.713 0.030
H -0.593 2.793 1.051
O -0.115 2.699 0.143
H 2.072 0.243 0.128
H 2.076 1.768 0.426
O 2.731 0.992 0.399



24
Properties=species:S:1:pos:R:3 method="wB97M-V/def2-TZVPD" de_lowest_kcal_mol=0.2 molar_mass_g_mol=462.89 charge=0 lumo_energy_ev="-1.38 / -5.00" multiplicity=2 s2=0.7567
Ag 1.498 -3.083 10.638
O 4.486 0.818 11.182
C 3.307 0.358 10.667
O 3.021 0.181 9.534
C 2.356 0.000 11.897
C 2.374 0.932 12.945
C 1.583 0.641 14.089
C 0.947 -0.565 14.160
C 1.010 -1.451 13.065
N 1.618 -1.093 11.965
C 0.202 -2.708 13.194
O -0.324 -2.936 14.288
O 0.104 -3.433 12.130
H 4.880 1.497 10.598
H 2.937 1.869 12.870
H 1.651 1.304 14.961
H 0.465 -0.925 15.085
F 3.221 -3.435 9.231
As 4.529 -4.546 10.023
F 4.289 -5.472 8.453
F 3.143 -5.467 10.627
F 5.683 -5.699 10.705
F 4.486 -3.609 11.511
F 5.710 -3.465 9.352



9
Properties=species:S:1:pos:R:3 method="wB97M-V/def2-TZVPD" de_lowest_kcal_mol=22.1 molar_mass_g_mol=143.06 charge=-2 lumo_energy_ev=6.28
N -0.520 0.665 0.481
O 2.041 -1.277 -0.401
O -0.238 -2.380 -0.659
O 1.543 -3.338 0.877
O -1.053 -1.328 2.429
P 0.980 -2.154 0.198
S 0.260 -0.752 1.903
H -0.507 0.139 -0.350
H -1.411 0.390 0.850



74
Properties=species:S:1:pos:R:3 method="wB97M-V/def2-TZVPD" de_lowest_kcal_mol=16.1 molar_mass_g_mol=798.86 charge=+1 lumo_energy_ev="-3.21 / -3.44" multiplicity=2 s2=0.7579
Ru -0.518 -0.452 0.516
C -0.362 2.849 -1.054
C -1.657 2.288 -0.582
N -1.842 1.102 -0.065
C -3.183 0.800 0.065
C -4.026 1.803 -0.270
S -3.123 3.135 -0.841
C -3.490 -0.565 0.445
C -4.694 -1.174 0.536
S -4.479 -2.785 1.051
C -2.786 -2.577 1.116
N -2.408 -1.373 0.748
C -1.930 -3.688 1.616
H 0.359 2.042 -1.167
H 0.022 3.607 -0.372
H -0.507 3.309 -2.032
H -5.102 1.811 -0.237
H -5.667 -0.761 0.333
H -2.533 -4.381 2.200
H -1.140 -3.292 2.249
H -1.481 -4.240 0.790
O 1.569 0.088 0.176
N 2.138 1.222 0.281
N 1.511 2.060 0.997
O 0.364 1.772 1.551
C 2.081 3.365 1.187
C 3.323 3.684 0.649
C 3.835 4.951 0.864
C 3.123 5.891 1.600
C 1.882 5.560 2.119
C 1.351 4.293 1.914
H 3.871 2.950 0.078
H 4.802 5.207 0.450
H 3.533 6.879 1.759
H 1.314 6.291 2.679
H 0.372 4.026 2.287
N 0.709 1.342 6.697
C 0.389 1.168 5.409
N 0.638 2.141 4.532
N -0.178 0.009 5.087
C -0.431 -0.212 3.834
N -0.693 -0.464 2.732
H 1.139 2.182 7.036
H 0.514 0.594 7.338
H 1.066 3.002 4.823
H 0.349 2.055 3.551
C -0.239 -2.650 -4.886
Si -0.492 -0.840 -4.491
C 0.901 0.188 -5.187
C -2.138 -0.251 -5.149
C -0.494 -0.667 -2.661
C -0.473 -0.618 -1.444
H -0.166 -2.809 -5.964
H -1.072 -3.252 -4.515
H 0.681 -3.017 -4.427
H 0.986 0.047 -6.266
H 1.853 -0.089 -4.731
H 0.735 1.250 -5.000
H -2.194 -0.371 -6.233
H -2.294 0.806 -4.921
H -2.960 -0.815 -4.704
Se 1.751 -2.169 2.297
N 0.668 -2.184 0.865
C 1.010 -3.211 0.100
C 0.369 -3.624 -1.110
C 0.825 -4.738 -1.731
C 1.925 -5.511 -1.224
C 2.553 -5.165 -0.080
C 2.101 -4.004 0.627
N 2.614 -3.601 1.772
H -0.440 -3.037 -1.516
H 0.348 -5.061 -2.648
H 2.244 -6.385 -1.775
H 3.377 -5.733 0.329



15
Properties=species:S:1:pos:R:3 method="wB97M-V/def2-TZVPD" de_lowest_kcal_mol=62.8 molar_mass_g_mol=72.13 charge=+1 lumo_energy_ev=-6.25
C -2.313 -0.260 -0.497
N -1.442 0.659 -0.709
H -3.359 -0.040 -0.677
H -1.901 -1.251 -0.368
H -0.657 0.799 -0.044
H -1.761 1.545 -1.104
C 1.168 -0.835 -0.637
C 1.181 -0.404 0.808
C 1.590 0.774 1.274
H 2.165 -1.099 -0.995
H 0.847 -0.019 -1.280
H 0.511 -1.702 -0.705
H 0.932 -1.179 1.530
H 1.502 1.025 2.322
H 2.116 1.478 0.633



22
Properties=species:S:1:pos:R:3 method="wB97M-V/def2-TZVPD" de_lowest_kcal_mol=4.6 molar_mass_g_mol=145.21 charge=0 lumo_energy_ev=0.85 smiles=Cc1[nH]c2ccccc2c1C
C 1.352 -2.895 0.367
C 0.586 -1.578 0.224
C 0.668 0.438 -0.633
C 0.891 1.603 -1.314
C -0.046 2.664 -1.123
C -1.111 2.506 -0.323
C -1.349 1.317 0.342
C -0.450 0.341 0.251
C -0.482 -0.944 0.775
C -1.551 -1.590 1.530
H 1.704 -3.062 -0.668
H 2.187 -2.800 1.106
H 0.828 -3.868 0.575
H 2.337 -0.981 -0.663
H 1.755 1.832 -1.927
H 0.196 3.696 -1.636
H -1.737 3.355 -0.011
H -2.171 1.300 1.060
H -1.570 -1.397 2.614
H -2.613 -1.462 1.169
H -1.352 -2.644 1.338
N 1.341 -0.734 -0.506



8
Properties=species:S:1:pos:R:3 method="wB97M-V/def2-TZVPD" de_lowest_kcal_mol=1.0 molar_mass_g_mol=191.85 charge=0 lumo_energy_ev=0.10 smiles=BrCBr.O
Br 2.198 -2.820 -0.086
Br 0.264 -0.533 -1.606
C 2.080 -1.057 -1.059
H 2.516 -0.392 -0.288
H 2.750 -1.037 -1.939
O -3.058 2.285 1.633
H -4.012 2.188 1.851
H -2.739 1.365 1.494



12
Properties=species:S:1:pos:R:3 method="wB97M-V/def2-TZVPD" de_lowest_kcal_mol=53.6 molar_mass_g_mol=79.08 charge=+1 lumo_energy_ev=-4.10
C 1.562 -0.477 1.326
N 1.940 0.515 1.901
N -1.868 -0.485 -0.977
O 1.344 -1.498 0.862
O 0.523 0.551 -0.482
H 2.266 1.332 2.377
H -1.813 -1.108 -0.191
H -0.953 0.036 -1.101
H -2.678 0.101 -0.940
H -1.755 -1.132 -1.817
H 1.458 0.910 -0.700
H -0.025 1.256 -0.258